[1]
DFT (ωB97M-V with the def2-TZVPD basis set) results for a 2-piece molecular cluster, C9H16N overall.

Last column: Löwdin charge in e.
Positions of all 26 atoms, in Å:
N -1.58607 -1.27833 -0.30114  0.207
C -0.10940 1.91148 0.44462  -0.055
C -1.33507 -2.56544 -1.07267  -0.231
C 0.40383 0.75969 2.56874  -0.100
C -1.09422 -2.48779 -2.51519  -0.117
C 0.95883 1.31574 -0.23960  -0.322
C -0.43410 1.64857 1.85081  -0.047
C 1.03182 1.58607 -1.66108  -0.078
C 1.43821 0.13816 1.87800  -0.128
C 1.68420 0.35716 0.53657  -0.053
H 1.67527 0.98562 -2.21707  0.051
H -1.03801 -0.47695 -0.68999  0.152
H 1.42140 2.68142 -1.92348  0.144
H -1.44289 -1.51850 0.70851  0.186
H -1.97715 -3.42248 -0.80282  0.135
H 2.14393 -0.53569 2.44945  0.128
H 0.38183 0.51436 3.69700  0.137
H -2.56639 -0.99802 -0.46920  0.178
H -0.01214 1.65431 -2.08110  0.092
H -0.74195 2.58850 -0.11088  0.105
H -0.04366 -2.24882 -2.86050  0.108
H 2.33354 -0.39755 0.12947  0.104
H -1.46170 -3.36991 -3.05101  0.099
H -0.98557 2.30588 2.40062  0.064
H -1.46065 -1.67976 -3.14298  0.080
H -0.38789 -3.11603 -0.66922  0.162

Atomic forces in eV per Å
N -0.6 -1.0 -0.6
C -0.5 -0.5 2.4
C 2.6 -2.6 1.7
C -0.1 0.1 0.9
C 1.3 1.1 -3.4
C -1.1 -1.4 2.9
C 3.8 -1.5 -2.4
C -0.6 3.9 -1.8
C 0.7 -0.7 0.9
C -0.6 0.1 -0.8
H 0.8 -1.4 -1.0
H 0.3 -0.6 1.0
H -0.6 -2.1 0.9
H 0.1 1.1 -0.9
H -1.0 1.3 0.0
H -1.0 0.7 -0.8
H -0.5 0.9 -2.0
H 0.3 -0.2 0.4
H 1.1 -0.5 0.1
H -0.1 0.3 0.1
H -0.5 -1.1 1.1
H 0.7 0.5 -0.7
H 0.4 0.0 0.4
H -2.2 1.4 1.0
H -1.4 0.5 0.6
H -1.1 1.8 -0.1

The HOMO energy is -12.4 eV. Its charge is +1. For the relative energy (zero: lowest compared OMol25 entry of this formula, charge and spin), the calculation gives 46.2 kcal per mole. As for the energy: -11074.380 eV.

---

[2]
DFT (ωB97M-V with the def2-TZVPD basis set) results for C27H40MnN6O3P as an isolated structure.

Last column: Löwdin charge in e.
Positions of all 78 atoms, in Å:
Mn -0.58154 -0.91539 -0.42667  0.841
P 2.72044 -0.78623 -1.45221  0.564
O -3.07127 -0.48733 0.39082  0.026
O 1.47710 -0.38075 -0.70648  -0.338
O -1.28697 0.63041 1.11709  -0.110
N -2.19649 0.20379 -2.81913  0.214
N 2.40491 -1.67664 -2.80657  -0.184
N 3.63554 -1.69536 -0.44742  -0.194
N -1.87793 0.68323 3.54264  0.162
N 3.71405 0.44290 -1.93888  -0.173
N -0.54273 -2.48455 0.84425  -0.067
C -1.60596 -0.49837 -2.12486  -0.030
C 4.87175 -3.63940 -0.05107  -0.162
C 1.92135 -3.71563 -3.81914  -0.154
C -0.15313 -2.51773 2.16353  -0.313
C 3.23451 -2.13626 0.89607  -0.174
C -0.48379 -3.57834 3.03262  -0.026
C -0.89727 -3.66125 0.16502  -0.332
C -3.03330 0.30412 2.68746  -0.039
C 0.56992 -2.46311 4.89919  -0.119
C 4.30241 1.22401 -0.82548  -0.196
C 4.85763 -2.36638 -0.88971  -0.187
C 4.31086 -3.15664 1.29056  -0.149
C -0.11997 -3.54522 4.36665  -0.090
C 3.80390 2.74156 -2.58765  -0.162
C -2.09571 -3.69178 -0.56308  -0.050
C 1.93270 -2.65150 -4.92098  -0.152
C 4.86057 2.45866 -1.51814  -0.166
C 1.60858 -2.88887 -2.58299  -0.204
C 0.56898 -1.43775 2.71522  -0.101
C 2.51404 -1.39620 -4.24321  -0.181
C -0.39580 -5.88062 -0.65447  -0.083
C 0.91376 -1.41217 4.05902  -0.123
C -2.42481 -4.79801 -1.33275  -0.085
C -1.57248 -5.89019 -1.39392  -0.098
C 3.41251 1.34360 -3.07262  -0.195
C -0.06655 -4.78983 0.13071  -0.054
C -2.46414 0.11224 1.25844  -0.637
H 3.53613 1.51186 -0.09562  0.117
H 0.86500 -2.45589 5.93991  0.097
H 0.90407 -0.65227 2.04826  0.088
H 5.06628 0.63972 -0.31295  0.109
H 0.53177 -2.66977 -2.52130  0.100
H -0.37386 -4.38324 5.00404  0.106
H 2.94502 3.24178 -2.13641  0.114
H -2.76936 -2.84646 -0.47415  0.088
H 5.87177 -4.06263 0.02903  0.114
H 4.83439 -2.55206 -1.96393  0.112
H 2.36038 1.29687 -3.36001  0.104
H 5.10039 -2.67147 1.86640  0.114
H 3.55973 -1.23810 -4.51426  0.115
H -3.51132 -0.61487 3.01405  0.139
H -1.17704 0.92561 2.68940  0.159
H 4.17514 3.36105 -3.40165  0.113
H 5.81768 2.22258 -1.98629  0.118
H 2.24336 -2.59676 0.87736  0.088
H 4.21321 -4.39299 -0.48954  0.110
H 2.91328 -4.15968 -3.71284  0.117
H 2.51828 -2.94805 -5.78860  0.112
H 3.19537 -1.29719 1.59390  0.110
H 0.27138 -6.73335 -0.69498  0.105
H -2.77554 0.74317 -3.43723  0.122
H 3.89669 -3.96481 1.89032  0.112
H 5.73893 -1.75434 -0.66328  0.115
H -1.47741 -0.12565 4.02187  0.137
H 5.00196 3.28787 -0.82805  0.114
H -3.36386 -4.81792 -1.87203  0.104
H 1.95089 -0.50920 -4.54306  0.100
H 0.83908 -4.79083 0.72723  0.112
H 0.91102 -2.45835 -5.25094  0.111
H 4.01487 1.05220 -3.93545  0.111
H -3.78070 1.09414 2.67243  0.138
H 1.49087 -0.57861 4.44892  0.104
H 1.91116 -3.37476 -1.65529  0.106
H -1.04640 -4.41757 2.64697  0.111
H 1.19619 -4.50745 -3.99576  0.115
H -2.04993 1.43778 4.19599  0.158
H -1.83310 -6.75249 -1.99324  0.101

Atomic forces in eV per Å
Mn 1.3 -0.2 1.7
P 0.7 -0.2 -0.6
O -0.3 -0.1 0.1
O -0.9 0.1 0.1
O -0.2 -0.4 0.1
N -0.3 -0.1 -0.4
N -0.3 0.1 0.4
N -0.2 0.1 -0.1
N 0.8 -0.1 -1.4
N -0.3 -0.1 0.2
N 0.2 0.3 -0.2
C -0.5 0.7 -1.0
C 0.0 0.0 0.1
C 0.0 0.1 -0.1
C 0.0 -0.1 0.2
C -0.1 -0.1 0.2
C 0.0 0.2 -0.1
C -0.2 -0.2 0.1
C -0.4 -0.3 -0.5
C 0.0 0.0 0.1
C 0.2 0.1 0.0
C 0.1 -0.1 0.0
C 0.0 0.0 -0.2
C 0.0 0.0 0.0
C 0.1 -0.1 0.1
C 0.3 0.0 0.1
C 0.0 -0.1 0.1
C -0.1 0.0 -0.1
C 0.0 -0.1 0.0
C -0.1 -0.1 -0.1
C 0.1 0.0 -0.1
C 0.0 0.0 0.0
C 0.0 0.0 0.0
C 0.0 -0.1 -0.1
C -0.1 0.0 0.0
C 0.0 0.1 -0.1
C 0.0 0.1 0.0
C 0.6 0.5 0.2
H 0.0 0.0 0.0
H 0.0 0.0 0.0
H 0.0 0.1 0.0
H 0.0 0.0 0.0
H 0.0 -0.1 0.0
H 0.0 0.0 0.0
H 0.0 0.0 0.0
H 0.0 0.0 0.0
H 0.0 0.0 0.0
H 0.0 0.0 0.0
H 0.0 0.0 0.0
H 0.0 0.0 0.0
H 0.0 0.0 0.0
H 0.1 0.0 0.1
H -0.5 -0.1 1.0
H 0.0 0.0 0.0
H 0.0 0.0 0.0
H 0.0 0.1 -0.1
H 0.0 0.0 0.0
H 0.0 0.0 0.0
H 0.0 0.0 0.0
H 0.0 0.0 0.0
H 0.0 0.0 0.0
H 0.1 -0.1 0.1
H 0.0 0.0 0.1
H 0.0 0.0 -0.1
H 0.1 0.0 0.0
H 0.0 0.0 0.0
H 0.0 0.0 0.0
H 0.0 0.0 0.0
H 0.0 0.0 0.0
H 0.0 0.0 0.0
H 0.0 0.0 0.0
H 0.1 0.1 0.1
H 0.0 0.0 0.0
H -0.1 0.0 0.1
H 0.0 0.0 0.0
H 0.0 0.0 0.0
H 0.0 0.1 0.0
H 0.0 0.0 0.0

The HOMO energy (alpha / beta) is -9.1 / -9.3 eV. Its charge is +1. As for the energy: -84338.696 eV. Its spin multiplicity is 6.

---

[3]
DFT (ωB97M-V with the def2-TZVPD basis set) results for C30H38N4O5PtSSi as an isolated structure.

Last column: Löwdin charge in e.
Positions of all 80 atoms, in Å:
Pt -1.17421 -0.05429 0.40886  0.889
S -4.16511 -3.98629 0.85656  1.053
Si 1.20099 0.16521 0.13666  0.799
O -2.07091 -0.59719 -1.77874  -0.027
O -1.39921 -3.01069 -5.88984  0.081
O -1.12161 -1.97579 -7.76824  0.082
O -1.91161 2.63541 0.23876  0.041
O -1.87981 1.65791 -1.76034  0.068
N -2.49831 -2.05289 0.81016  -0.033
N -1.33831 -1.99119 -6.56494  -0.348
N -2.04271 0.08351 2.58786  0.074
N -2.57581 -1.16079 4.36186  0.181
C -1.28501 2.10161 3.86816  -0.001
C -1.63971 1.65601 -5.97574  -0.045
C -2.07951 0.02261 4.85716  -0.185
C -1.51131 0.45151 -6.64844  0.032
C -2.96701 -2.10199 2.09116  -0.313
C 3.07339 -1.47499 -1.46804  -0.101
C 1.63839 -0.94179 -1.47764  -0.606
C -1.94721 0.45011 -2.43414  -0.391
C -1.52371 -0.73869 -5.90494  -0.137
C 1.32309 2.86421 -1.07674  -0.098
C 1.76359 2.74881 1.33196  -0.102
C 1.46959 -0.11519 -2.75564  -0.095
C 1.18039 -0.25259 3.05236  -0.112
C -3.03111 -2.94999 0.05626  -0.423
C 1.97739 2.00441 0.01116  -0.605
C -3.88071 -3.11279 2.31226  -0.324
C -1.69091 -0.72099 -4.53584  0.084
C 3.48079 1.97411 -0.28884  -0.098
C 1.50649 -2.26439 1.71306  -0.113
C 0.69119 -2.14469 -1.57154  -0.120
C -1.77551 0.80941 3.71956  -0.236
C -1.83071 0.49931 -3.86214  -0.118
C 1.85789 -0.77579 1.78646  -0.615
C -1.83991 0.47361 6.14436  -0.020
C -1.78721 1.70221 -4.60444  0.030
C -1.32141 1.75061 6.26866  -0.087
C -1.07051 2.55221 5.15496  -0.077
C -2.52711 -1.08389 2.99726  -0.270
C -1.66321 1.67881 -0.43314  -0.601
C 3.36669 -0.63339 1.97826  -0.102
H 3.87039 2.99221 -0.25734  0.082
H 3.92549 -0.89629 1.08676  0.061
H -0.34861 -1.82749 -1.58044  0.024
H -0.69801 3.55481 5.30966  0.104
H 1.69429 -0.63849 3.93486  0.091
H -2.81961 -3.06269 -0.98964  0.082
H 2.10699 -2.78909 0.97786  0.060
H 1.86189 3.80931 -1.14484  0.085
H -4.42801 -3.34659 3.20056  0.068
H -1.62651 2.57251 -6.54664  0.113
H -1.09311 2.71311 3.00156  0.104
H 3.80379 -0.67379 -1.41174  0.065
H -1.39731 0.41271 -7.71914  0.120
H 0.45029 -2.39849 1.47016  0.055
H -1.88211 2.64341 -4.08964  0.126
H 2.07029 3.78851 1.21966  0.086
H 1.51139 -0.76939 -3.62634  0.085
H -2.87981 -1.95829 4.89466  0.164
H 0.29209 3.09671 -0.83254  0.055
H -2.03931 -0.13829 7.01186  0.107
H 3.24679 -2.15749 -0.64234  0.058
H 0.51369 0.39981 -2.77794  0.050
H 1.69509 -2.73449 2.67896  0.084
H 1.16459 0.82791 3.10876  0.054
H 4.03759 1.39141 0.43536  0.055
H 0.88329 -2.69149 -2.49434  0.083
H 0.15989 -0.61289 3.08276  0.042
H 3.67969 1.57351 -1.27844  0.063
H 3.62269 0.38141 2.26766  0.066
H 3.25149 -2.02759 -2.39084  0.083
H 0.83299 -2.83569 -0.74814  0.055
H -1.69621 -1.64289 -3.97104  0.133
H 3.68809 -1.29399 2.78466  0.083
H 2.34829 2.31451 2.13716  0.065
H 0.71329 2.73481 1.60906  0.054
H -1.11921 2.13771 7.25606  0.101
H 2.26779 0.61481 -2.85824  0.070
H 1.35539 2.39511 -2.05294  0.056

Atomic forces in eV per Å
Pt 1.0 1.5 -0.3
S 0.5 0.7 0.2
Si -0.7 0.0 -0.2
O -0.7 1.9 -2.2
O 0.0 0.5 -0.3
O -0.1 0.0 0.5
O -0.4 0.7 -0.7
O -0.7 -0.3 -3.0
N 0.6 0.2 0.1
N 0.2 -1.6 -0.8
N -1.3 -1.1 0.0
N 0.0 -0.3 -0.2
C 0.0 0.0 0.1
C 0.0 0.0 -0.4
C 0.2 0.5 -0.4
C 0.0 -0.6 0.5
C -1.1 -1.5 -0.1
C -0.2 0.0 0.0
C 0.2 0.3 0.6
C -0.4 -1.3 3.7
C -0.2 1.8 0.4
C -0.1 -0.3 0.1
C 0.0 -0.3 -0.1
C 0.0 0.0 0.3
C 0.0 -0.1 -0.3
C -0.5 -0.6 0.1
C -0.1 -0.6 0.0
C 0.5 0.4 -0.6
C -0.1 0.1 0.4
C -0.2 -0.1 0.1
C 0.0 0.2 -0.1
C 0.0 0.2 0.1
C -0.2 -0.4 0.7
C 0.3 0.6 -2.1
C 0.0 0.3 -0.5
C 0.0 0.1 0.2
C -0.1 -0.9 0.7
C -0.2 -0.3 0.2
C 0.1 0.2 -0.3
C 0.6 1.6 0.7
C 1.8 -2.0 3.3
C -0.1 0.0 -0.1
H 0.1 0.2 0.0
H 0.2 0.0 -0.1
H 0.1 -0.1 0.0
H 0.1 0.0 0.0
H 0.1 -0.1 0.1
H 0.2 0.0 -0.2
H 0.0 -0.1 -0.1
H 0.1 0.2 0.0
H -0.1 0.0 0.3
H 0.0 0.1 0.0
H 0.0 0.1 -0.1
H 0.2 0.1 0.0
H 0.0 0.0 -0.1
H -0.1 -0.1 0.0
H 0.0 0.1 0.1
H 0.1 0.2 0.0
H 0.0 -0.2 -0.2
H 0.1 0.0 0.0
H -0.1 0.1 0.0
H 0.0 0.0 0.1
H 0.1 -0.1 0.1
H 0.0 0.2 0.0
H 0.0 -0.1 0.2
H 0.0 0.2 0.1
H 0.1 -0.1 0.1
H 0.1 -0.1 -0.2
H -0.1 0.0 0.1
H 0.1 -0.1 -0.2
H 0.1 0.1 0.0
H 0.1 -0.1 -0.2
H 0.0 -0.1 0.1
H 0.0 0.0 -0.1
H 0.1 -0.1 0.2
H 0.1 0.0 0.2
H -0.2 0.0 0.1
H 0.0 0.0 0.1
H 0.0 0.2 0.0
H 0.0 0.0 -0.2

The HOMO energy is -6.4 eV. As for the energy: -69882.098 eV.